Formula: C36H31Cl3IN6O4S3Sn
Source: OMol25
Level of theory: ωB97M-V/def2-TZVPD

Geometry as XYZ:
```
85
Properties=species:S:1:pos:R:3:forces:R:3
Sn 0.142 -2.308 -1.695 -0.5 -0.4 -0.6
O 3.619 -1.322 1.502 0.3 -0.1 0.1
C 3.173 -1.318 2.768 -0.1 0.0 0.1
C 4.089 -1.089 3.798 0.0 0.0 0.0
C 3.672 -1.077 5.116 0.0 0.0 0.0
C 2.333 -1.285 5.434 0.0 0.0 0.0
C 1.423 -1.511 4.415 0.1 0.0 0.0
C 1.816 -1.533 3.077 0.0 0.0 0.0
C 0.831 -1.804 1.977 0.3 0.2 -0.3
O 1.322 -2.017 0.802 -0.4 0.0 0.5
N -0.427 -1.772 2.356 0.2 -0.1 0.3
N -1.316 -2.051 1.352 0.2 -0.1 -0.6
C -2.439 -2.482 1.713 -0.1 0.0 0.1
S -3.680 -2.821 0.501 -0.1 0.0 0.0
C -4.714 -3.790 1.630 0.1 0.1 -0.2
C -4.661 -3.118 2.988 0.1 0.0 0.1
S -2.921 -2.804 3.403 0.1 0.1 0.0
H 2.838 -1.663 0.972 -0.2 0.1 0.0
H 5.129 -0.936 3.533 0.0 0.0 0.0
H 4.400 -0.924 5.905 0.0 0.0 0.0
H 2.009 -1.273 6.467 0.0 0.0 0.0
H 0.374 -1.684 4.625 0.0 0.0 0.0
H -4.331 -4.809 1.680 0.0 0.0 0.1
H -5.721 -3.798 1.213 0.0 0.0 0.1
H -5.077 -3.755 3.770 0.0 0.0 0.0
H -5.198 -2.171 2.973 -0.1 0.0 0.0
O -0.806 -2.069 -3.774 0.1 -0.1 0.2
C -0.453 -1.927 -5.005 0.0 0.0 0.0
C -1.462 -1.837 -6.009 0.1 0.0 0.0
C -1.166 -1.744 -7.346 0.1 0.0 0.1
C 0.168 -1.721 -7.775 0.0 0.0 -0.1
C 1.165 -1.766 -6.828 0.0 0.0 0.1
C 0.899 -1.842 -5.452 -0.1 0.0 0.0
C 2.002 -1.818 -4.498 0.1 0.1 0.0
N 1.954 -1.864 -3.175 -0.1 -0.1 0.4
C 3.246 -1.771 -2.703 -0.1 0.0 0.1
C 4.101 -1.664 -3.746 -0.1 0.0 0.0
N 3.304 -1.686 -4.872 -0.1 -0.1 0.1
H -2.487 -1.870 -5.659 0.0 0.0 0.0
H -1.967 -1.691 -8.075 0.0 0.0 0.0
H 0.414 -1.682 -8.829 0.0 0.0 0.0
H 2.190 -1.746 -7.185 0.0 0.0 0.0
H 3.453 -1.792 -1.643 0.0 0.0 -0.1
H 5.171 -1.575 -3.797 0.0 0.0 0.0
H 3.626 -1.657 -5.819 0.0 0.0 0.0
I 1.937 -5.299 -3.433 -0.1 -0.1 0.1
C 0.585 -4.650 -1.844 0.3 0.3 -0.3
H 1.051 -5.056 -0.944 0.0 0.1 0.0
H -0.314 -5.238 -2.039 -0.1 0.1 0.0
Cl 1.424 2.346 7.136 0.0 0.0 0.0
C 0.893 2.679 5.516 0.0 0.0 -0.1
C 0.209 1.714 4.804 0.0 -0.1 0.0
C -0.215 2.004 3.516 0.0 0.0 0.1
C 0.034 3.240 2.927 0.0 0.1 -0.1
C -0.442 3.485 1.510 0.1 -0.1 0.0
C 0.710 3.568 0.484 0.0 -0.1 0.1
N 0.584 2.590 -0.584 -0.1 0.0 0.1
C 0.357 2.838 -1.919 0.0 0.0 0.0
C 0.273 1.614 -2.518 0.0 -0.1 0.2
N 0.425 0.624 -1.576 0.2 0.3 -0.1
C 0.614 1.238 -0.435 -0.1 0.0 -0.1
O -1.237 4.659 1.427 0.1 0.2 -0.2
C -2.627 4.408 1.274 -0.1 0.0 0.0
C -2.939 3.698 -0.007 0.0 0.0 0.0
C -3.221 2.366 -0.100 0.0 0.0 -0.1
Cl -3.355 1.269 1.215 0.0 -0.1 -0.1
S -3.414 1.835 -1.722 0.0 0.0 0.1
C -3.140 3.422 -2.304 0.0 -0.1 -0.1
C -2.892 4.301 -1.301 0.0 0.1 0.1
C 0.752 4.179 3.668 0.0 -0.2 0.0
Cl 1.196 5.716 2.986 0.0 0.0 -0.1
C 1.177 3.913 4.958 0.0 0.1 0.0
H 0.018 0.743 5.238 0.0 0.0 0.0
H -0.743 1.235 2.957 0.0 0.0 0.0
H -1.052 2.622 1.236 0.1 0.0 0.0
H 1.668 3.420 0.981 0.1 0.0 0.0
H 0.695 4.562 0.046 0.1 0.0 0.0
H 0.277 3.844 -2.302 0.0 -0.1 0.0
H 0.099 1.366 -3.556 0.0 0.1 0.1
H 0.767 0.745 0.519 0.0 0.1 -0.1
H -3.091 5.393 1.288 -0.1 0.0 0.0
H -3.004 3.830 2.121 0.0 0.0 0.1
H -3.154 3.605 -3.369 0.0 0.0 0.1
H -2.676 5.351 -1.455 0.0 -0.1 0.0
H 1.732 4.655 5.515 0.0 0.0 0.0
```
Positions in Å, forces in eV/Å.

## Properties
HOMO-LUMO gap = 6.3 eV
Highest occupied orbital energy = -4.106 eV
Energy relative to the best compared isomer or geometry (same formula, charge and spin) = 1.4792 eV
Charge = -1
LUMO energy = 0.07930 hartree
Max |F| = 0.87 eV/Å

Formally, the Löwdin partial charges of the atoms, in units of the elementary charge, are as follows: Sn 1.2451; O 0.0307; C -0.2781; C -0.0266; C -0.1039; C -0.1188; C -0.0619; C -0.0799; C -0.4554; O -0.1978; N 0.0064; N -0.1005; C -0.9455; S 0.8621; C -0.5528; C -0.5613; S 0.8638; H 0.0456; H 0.1088; H 0.0948; H 0.0905; H 0.0988; H 0.0707; H 0.0692; H 0.0671; H 0.0656; O -0.2830; C -0.3802; C -0.0244; C -0.1126; C -0.1299; C -0.0657; C -0.0981; C -0.3072; N -0.0466; C -0.1430; C -0.0876; N 0.1060; H 0.1062; H 0.0929; H 0.0855; H 0.0922; H 0.1094; H 0.1055; H 0.1335; I 0.5514; C -0.8089; H -0.0757; H -0.0767; Cl 0.6623; C -0.6555; C -0.0831; C 0.0013; C -0.1747; C -0.2906; C -0.0583; N -0.0702; C -0.0789; C -0.1468; N 0.0141; C -0.1495; O -0.1203; C -0.1561; C -0.3274; C -0.9567; Cl 0.7029; S 1.0151; C -0.4170; C -0.1446; C -0.5747; Cl 0.7276; C -0.1352; H 0.0994; H 0.1047; H 0.0955; H 0.1304; H 0.1265; H 0.1134; H 0.1031; H 0.1350; H 0.1310; H 0.1113; H 0.0693; H 0.1158; H 0.1010